The molecule C19H25N3O5S2 at a distorted geometry. Source: OMol25; level of theory: the ωB97M-V functional and the def2-TZVPD basis.

Last column: Mulliken charge in e.
Geometry (Å):
C: -1.648 -3.060 1.989  -0.975
O: -1.000 -2.989 0.736  -0.445
C: 0.242 -2.414 0.676  1.395
C: 0.923 -1.967 1.802  -0.524
C: 2.163 -1.361 1.708  -0.963
C: 2.770 -1.193 0.474  0.741
C: 4.037 -0.386 0.349  -1.575
N: 3.666 1.018 0.296  -0.084
C: 3.671 1.739 -0.846  0.470
O: 4.317 1.465 -1.832  -0.678
C: 2.756 2.966 -0.737  -0.658
N: 1.509 2.523 -0.141  0.237
C: 0.759 1.651 -1.026  -1.509
C: -0.334 0.967 -0.217  -0.673
N: -1.205 1.969 0.362  0.051
S: -2.461 1.245 1.212  1.122
O: -3.224 2.277 1.840  -0.728
O: -1.981 0.164 2.030  -0.611
C: -3.400 0.557 -0.118  0.021
C: -3.584 -0.754 -0.437  -0.093
C: -4.381 -0.914 -1.591  -0.776
C: -4.776 0.278 -2.114  -0.491
S: -4.189 1.619 -1.210  -0.119
C: -0.465 2.908 1.187  -0.531
C: 0.637 3.567 0.360  -0.875
C: 2.107 -1.653 -0.652  -0.779
C: 0.857 -2.262 -0.582  0.535
O: 0.355 -2.618 -1.800  -0.482
C: -0.848 -3.340 -1.923  -0.499
H: -2.604 -3.544 1.791  0.266
H: -1.816 -2.061 2.401  0.299
H: -1.082 -3.672 2.698  0.423
H: 0.469 -2.065 2.774  0.381
H: 2.653 -1.015 2.607  0.373
H: 4.695 -0.552 1.207  0.393
H: 4.574 -0.614 -0.574  0.501
H: 2.979 1.308 0.981  0.329
H: 2.635 3.412 -1.735  0.338
H: 3.224 3.703 -0.080  0.414
H: 1.424 0.893 -1.441  0.533
H: 0.302 2.216 -1.856  0.236
H: -0.937 0.320 -0.856  0.564
H: 0.121 0.355 0.573  0.416
H: -3.160 -1.555 0.139  0.662
H: -4.646 -1.870 -2.006  0.428
H: -5.384 0.446 -2.981  0.452
H: -1.181 3.642 1.557  0.507
H: -0.012 2.384 2.041  0.312
H: 1.212 4.240 0.999  0.436
H: 0.181 4.153 -0.456  0.291
H: 2.547 -1.541 -1.631  0.370
H: -1.710 -2.747 -1.607  -0.036
H: -0.934 -3.565 -2.986  0.328
H: -0.822 -4.272 -1.356  0.279

Its HOMO energy is -8.2 eV. For the LUMO energy, the calculation gives 0.37 eV. Its energy relative to the best compared isomer or geometry (same formula, charge and spin) is 37.61 kcal per mole.

A structure of composition C19H25N3RuSSi at a distorted geometry. Source: OMol25; level of theory: the ωB97M-V functional and the def2-TZVPD basis.

Last column: Mulliken spin population.
Geometry (Å):
C: 1.092 -2.838 -0.958  0.124
C: 0.966 -1.606 -1.688  0.056
C: 2.264 -0.962 -1.696  0.064
H: 0.091 -1.249 -2.221  0.008
C: 3.177 -1.813 -0.972  0.136
C: 2.452 -2.971 -0.540  0.121
H: 2.876 -3.808 0.012  0.003
H: 0.287 -3.555 -0.803  0.014
H: 2.515 -0.058 -2.240  0.002
H: 4.232 -1.608 -0.823  0.018
Ru: 1.523 -0.807 0.283  2.556
C: -1.296 3.462 0.290  0.036
H: -0.562 3.800 -0.448  0.001
H: -1.526 4.283 0.986  0.005
H: -2.215 3.149 -0.220  0.001
Si: -0.243 0.731 0.242  -0.049
C: -1.846 -0.096 0.771  0.015
C: -2.265 -1.243 0.085  0.025
H: -1.617 -1.709 -0.667  -0.012
C: -3.527 -1.789 0.340  -0.003
H: -3.848 -2.670 -0.213  0.000
C: -4.365 -1.197 1.290  0.006
H: -5.358 -1.608 1.467  0.000
C: -3.923 -0.088 2.017  0.005
H: -4.571 0.361 2.770  0.000
C: -2.656 0.452 1.783  0.007
H: -2.301 1.310 2.360  -0.001
C: -0.301 1.292 -1.559  0.375
C: -1.487 1.179 -2.303  0.162
H: -2.372 0.719 -1.854  0.036
C: -1.546 1.709 -3.596  0.148
H: -2.489 1.669 -4.143  0.008
C: -0.420 2.303 -4.170  0.495
H: -0.472 2.713 -5.179  0.021
C: 0.773 2.385 -3.446  -0.074
H: 1.657 2.852 -3.882  0.001
C: 0.829 1.882 -2.143  0.353
H: 1.762 1.955 -1.573  0.034
H: 0.444 1.420 1.369  0.083
H: -0.868 2.586 0.893  -0.018
N: 1.016 -1.642 2.199  0.077
N: 2.136 -1.558 3.086  0.001
C: 3.076 -0.634 2.853  0.003
N: 4.024 -0.460 3.794  0.024
S: 3.108 0.305 1.424  0.152
H: 0.196 -1.163 2.598  0.000
H: 0.769 -2.633 2.122  -0.012
H: 1.994 -1.949 4.020  -0.001
H: 4.759 0.222 3.651  0.000
H: 4.056 -1.023 4.633  -0.002

Its charge is +1. Its HOMO energy (spin up / spin down) is -7.0 / -10.7 eV. For the LUMO energy (spin up / spin down), the calculation gives -2.65 / -5.53 eV. Its spin multiplicity is 6. Its energy relative to the best compared isomer or geometry (same formula, charge and spin) is 7.67 kcal per mole.

A structure of composition C19H25N4O9S2. Source: OMol25; level of theory: the ωB97M-V functional and the def2-TZVPD basis.

Last column: Mulliken charge in e.
Geometry (Å):
C: 0.634 0.989 -1.531  -0.849
C: 1.709 -0.038 -1.708  0.674
O: 1.524 -1.224 -1.722  -0.605
N: 3.048 0.511 -1.905  0.123
C: 3.318 0.427 -3.347  -1.069
C: 4.052 -0.302 -1.190  -0.872
C: 3.712 -0.640 0.255  -0.667
C: 3.266 0.572 1.079  -0.133
C: 2.680 0.213 2.437  -1.117
S: 1.094 -0.580 2.340  1.245
O: 1.264 -2.002 2.096  -0.734
O: 0.343 0.157 1.347  -0.687
N: 0.547 -0.354 3.834  -0.552
S: -0.659 -1.330 4.185  0.841
O: -1.718 -1.267 3.198  -0.547
O: -0.253 -2.654 4.602  -0.612
H: 0.787 1.817 -2.222  0.393
H: -0.330 0.519 -1.720  0.411
H: 0.651 1.367 -0.509  -0.086
H: 2.814 1.234 -3.883  0.212
H: 3.007 -0.544 -3.755  0.433
H: 4.394 0.509 -3.508  0.374
H: 4.978 0.285 -1.191  0.410
H: 4.264 -1.220 -1.757  0.413
H: 4.645 -1.005 0.702  0.471
H: 3.005 -1.468 0.310  0.273
H: 2.550 1.183 0.530  0.086
H: 4.148 1.195 1.263  0.322
H: 2.484 1.130 2.996  0.407
H: 3.354 -0.393 3.044  0.386
H: -1.126 -0.747 5.309  0.024
C: -0.996 -4.124 1.432  0.010
C: -0.508 -5.179 0.670  -0.701
C: -1.374 -6.000 -0.034  -0.234
C: -2.733 -5.747 0.041  0.019
C: -3.248 -4.710 0.803  -0.427
C: -2.371 -3.899 1.505  -0.312
N: -3.655 -6.602 -0.714  1.004
O: -3.187 -7.524 -1.362  -0.634
O: -4.846 -6.353 -0.661  -0.627
H: -0.324 -3.474 1.976  0.249
H: 0.558 -5.355 0.620  0.384
H: -1.007 -6.820 -0.633  0.439
H: -4.315 -4.547 0.846  0.432
H: -2.735 -3.083 2.114  0.441
C: -3.897 6.648 -1.288  -0.426
C: -3.274 6.191 -2.442  -0.446
C: -2.168 5.359 -2.352  -0.329
C: -1.713 5.001 -1.098  0.088
C: -2.314 5.445 0.065  -0.308
C: -3.417 6.278 -0.039  -0.442
N: -0.546 4.101 -0.992  1.053
O: -0.022 3.733 -2.026  -0.624
O: -0.184 3.785 0.120  -0.575
H: -4.763 7.293 -1.363  0.369
H: -3.649 6.479 -3.414  0.361
H: -1.669 4.991 -3.236  0.435
H: -1.928 5.140 1.025  0.469
H: -3.904 6.634 0.859  0.363

Its charge is -1. Its HOMO energy is -5.6 eV. For the LUMO energy, the calculation gives 1.21 eV.

The molecule C19H25N5O5S2 at a distorted geometry. Source: OMol25; level of theory: the ωB97M-V functional and the def2-TZVPD basis.

Last column: Mulliken charge in e.
Geometry (Å):
C: -1.633 2.708 -0.178  -1.387
C: -0.578 1.778 -0.752  0.896
O: 0.511 2.564 -1.261  -0.356
C: 1.713 2.387 -0.776  0.448
O: 2.042 1.539 0.027  -0.534
C: 2.687 3.406 -1.329  -0.707
S: 2.602 4.954 -0.319  -0.230
C: 2.030 4.247 1.175  0.200
N: 0.816 4.310 1.642  -0.400
N: 0.752 3.511 2.710  -0.559
C: 1.926 2.967 2.892  0.879
C: 2.206 1.796 3.765  -1.111
N: 1.922 0.623 2.951  -0.046
C: 0.840 -0.161 3.219  0.113
O: 0.306 -0.220 4.303  -0.678
C: 0.356 -0.891 2.004  0.823
C: -1.021 -0.922 1.794  -1.130
C: -1.527 -1.377 0.590  -0.641
C: -0.651 -1.823 -0.382  0.053
S: -1.285 -2.157 -2.020  1.630
O: -1.694 -0.895 -2.574  -0.782
O: -0.313 -2.919 -2.754  -0.730
N: -2.675 -3.032 -1.657  -0.054
C: -3.721 -2.976 -2.670  -0.775
C: -3.682 -4.313 -3.438  -0.466
C: -2.520 -5.087 -2.803  -0.657
C: -2.384 -4.435 -1.426  -0.751
C: 0.711 -1.872 -0.158  -0.457
C: 1.221 -1.402 1.040  -0.481
N: 2.801 3.424 1.949  0.157
C: 4.185 3.101 1.766  -1.018
H: -2.000 3.378 -0.951  0.353
H: -1.214 3.302 0.632  0.335
H: -2.459 2.115 0.201  0.364
H: -0.966 1.187 -1.587  0.199
H: -0.191 1.103 0.016  -0.378
H: 3.706 3.022 -1.299  0.351
H: 2.407 3.701 -2.337  0.489
H: 3.244 1.781 4.110  0.378
H: 1.526 1.779 4.619  0.474
H: 2.180 0.708 1.975  0.198
H: -1.671 -0.548 2.570  0.459
H: -2.584 -1.371 0.379  0.566
H: -3.533 -2.109 -3.302  0.379
H: -4.680 -2.836 -2.163  0.357
H: -4.621 -4.850 -3.301  0.279
H: -3.527 -4.159 -4.503  0.273
H: -2.709 -6.157 -2.742  0.423
H: -1.600 -4.915 -3.360  0.248
H: -1.386 -4.530 -1.000  0.364
H: -3.121 -4.829 -0.721  0.450
H: 1.352 -2.251 -0.938  0.572
H: 2.285 -1.425 1.219  0.544
H: 4.286 2.145 1.246  0.289
H: 4.651 3.888 1.173  0.382
H: 4.681 3.039 2.734  0.406

Its HOMO energy is -9.3 eV. For the LUMO energy, the calculation gives 0.29 eV. Its energy relative to the best compared isomer or geometry (same formula, charge and spin) is 4.98 kcal per mole.

A structure of composition C19H25N6OPdSe. Source: OMol25; level of theory: the ωB97M-V functional and the def2-TZVPD basis.

Last column: Mulliken charge in e.
Geometry (Å):
Pd: 0.374 1.430 -0.638  0.870
Se: 5.009 -3.926 -3.205  0.440
N: 4.508 -3.436 -1.580  -0.780
C: 3.659 -2.449 -1.720  0.658
C: 3.040 -1.760 -0.597  0.516
C: 3.320 -2.007 0.752  -0.336
C: 2.716 -1.231 1.722  -1.091
C: 1.817 -0.235 1.351  -0.702
N: 1.517 -0.029 0.070  -0.529
C: 2.137 -0.749 -0.897  -0.378
C: 1.868 -0.332 -2.249  0.455
N: 1.043 0.737 -2.378  -0.134
C: 0.798 1.233 -3.589  0.051
C: 1.357 0.666 -4.731  -0.987
C: 2.195 -0.423 -4.615  -0.319
C: 2.471 -0.939 -3.342  0.248
C: 3.377 -2.047 -3.070  0.671
N: 3.999 -2.715 -4.008  -0.789
H: 4.029 -2.783 1.014  0.601
H: 2.943 -1.369 2.769  0.497
H: 1.347 0.414 2.078  0.907
H: 0.151 2.098 -3.652  0.441
H: 1.131 1.099 -5.696  0.453
H: 2.655 -0.876 -5.484  0.596
C: -4.343 -1.816 2.613  -1.616
C: -2.926 -1.552 2.088  1.200
C: -2.321 -2.811 1.458  -1.471
C: -2.027 -0.894 3.111  -1.385
N: -3.148 -0.611 0.936  -0.059
N: -2.537 0.428 0.746  -0.172
H: -4.260 -2.537 3.426  0.422
H: -4.987 -2.262 1.852  0.486
H: -4.808 -0.914 3.012  0.431
H: -2.220 -3.554 2.249  0.419
H: -1.332 -2.611 1.042  0.340
H: -2.965 -3.240 0.689  0.451
H: -1.940 -1.571 3.960  0.489
H: -2.446 0.042 3.482  0.463
H: -1.020 -0.727 2.723  0.144
H: -3.900 -0.907 0.291  0.423
H: -1.076 1.503 1.408  0.475
H: -2.933 0.932 -0.059  0.235
C: -0.374 4.503 1.739  -1.529
C: -0.908 3.456 0.801  0.954
C: -0.516 3.685 -0.653  -1.470
O: -0.361 2.111 1.173  -0.331
H: -0.836 5.464 1.507  0.407
H: 0.707 4.604 1.644  0.394
H: -0.615 4.254 2.772  0.401
H: -1.994 3.389 0.890  0.248
H: 0.544 3.925 -0.766  0.437
H: -1.078 4.506 -1.101  0.510
H: -0.840 2.835 -1.340  0.341

Its charge is +3. Its HOMO energy is -16.8 eV. For the LUMO energy, the calculation gives -11.22 eV. Its energy relative to the best compared isomer or geometry (same formula, charge and spin) is 0.00 kcal per mole.